The following is a quantum chemistry calculation of C30H59F4NO5PSSi2 as an isolated structure in a non-equilibrium geometry, from OMol25.

The value obtained for the LUMO energy is -2.253 eV. For the HOMO energy, the calculation gives -9.25 eV. Its net charge is +1. Its frontier orbital gap is 7.0 eV. For the largest force on an atom, the calculation gives 0.075 hartree/bohr.

XYZ file:
```
103
C30H59F4NO5PSSi2 (wB97M-V/def2-TZVPD)
C 8.15569 0.95308 1.28127
C 8.56052 1.70355 -0.03343
C 8.67836 0.75919 -1.24293
O 9.69291 0.22762 -1.48413
O 7.51793 0.58812 -2.00135
C 6.98876 -0.70952 -1.67591
C 5.83807 -1.13070 -2.61687
Si 4.25281 -0.08019 -2.43540
S 2.95377 -0.68647 -4.03382
C 3.49286 -0.63574 -0.75171
C 4.16605 -0.02254 0.47229
O 3.91373 -0.39081 1.53274
F 5.04336 0.99173 0.35266
O 4.75302 1.51554 -2.46159
Si 3.61045 2.73292 -2.65138
O 2.73038 2.60711 -4.09605
C 4.65950 4.31280 -2.89185
C 5.07188 4.79804 -1.44313
C 6.42861 5.45954 -1.42240
F 7.51748 4.71694 -1.14723
C 6.51647 6.78451 -1.66392
F 5.92179 7.66179 -0.89464
F 7.22755 7.22352 -2.69297
N 2.61903 3.05773 -1.24907
C 1.66699 2.26051 -0.98232
C 1.42929 1.92892 0.51101
C 0.66800 1.62382 -1.95092
H 7.26990 1.43032 1.72636
H 7.88062 -0.09357 1.07464
H 8.95260 0.95604 2.03798
H 9.50800 2.23507 0.12269
H 7.77190 2.43544 -0.28019
H 7.80340 -1.44941 -1.80606
H 6.67279 -0.77674 -0.61855
H 5.56035 -2.18214 -2.41809
H 6.17459 -1.07865 -3.66954
H 2.62214 -1.95221 -3.64596
H 2.39778 -0.55437 -0.73642
H 3.71940 -1.71854 -0.70654
H 3.09545 3.23604 -4.73512
H 4.09860 5.08626 -3.44252
H 5.58302 4.04346 -3.43973
H 4.25648 5.43371 -1.06778
H 5.11049 3.89955 -0.79924
H 1.13899 0.87749 0.66627
H 2.25015 2.27621 1.14859
H 0.53569 2.53130 0.79206
H -0.32177 1.64855 -1.44501
H 0.86955 0.55037 -2.12177
H 0.53737 2.17702 -2.89015
C -0.76346 -0.79321 2.69673
C -1.94519 0.11153 2.35941
C -3.18160 -0.18762 3.20735
C -3.95923 -1.44584 2.79933
P -5.03547 -1.35486 1.36848
C -6.06532 0.12019 1.58529
C -6.84934 0.34821 2.88541
C -8.09824 -0.50251 3.13614
C -9.08109 -0.56745 1.97086
C -6.17461 -2.73474 1.37421
C -5.71883 -4.19272 1.23754
C -5.24623 -4.65304 -0.14099
C -6.12411 -4.22146 -1.30968
C -4.25938 -0.99979 -0.21165
C -3.29987 -1.90509 -1.00032
C -2.17941 -2.61849 -0.22955
C -0.79643 -2.03599 -0.51419
H -1.01467 -1.85001 2.58414
H 0.07387 -0.57346 2.03477
H -0.43358 -0.63038 3.72369
H -2.17602 0.04161 1.29482
H -1.64202 1.14636 2.53739
H -3.84679 0.67939 3.17074
H -2.87508 -0.28799 4.25025
H -4.62444 -1.69115 3.63631
H -3.28799 -2.30465 2.72921
H -6.73207 0.19509 0.72175
H -5.37907 0.96702 1.47856
H -7.16492 1.39414 2.88487
H -6.17919 0.23456 3.74221
H -8.61965 -0.08638 4.00101
H -7.81907 -1.51392 3.43856
H -9.52680 0.41198 1.78652
H -9.88565 -1.26546 2.20165
H -8.61349 -0.90812 1.04576
H -6.98684 -2.52705 0.67426
H -6.63401 -2.69799 2.36474
H -6.56976 -4.81998 1.51714
H -4.93425 -4.40086 1.97060
H -5.17367 -5.74284 -0.13854
H -4.22417 -4.30512 -0.29503
H -7.09554 -4.71861 -1.27268
H -5.64733 -4.48851 -2.25363
H -6.29426 -3.14268 -1.33212
H -3.77730 -0.02331 -0.10427
H -5.10150 -0.80208 -0.88698
H -2.86184 -1.29796 -1.79672
H -3.89072 -2.64797 -1.53723
H -2.14884 -3.66750 -0.53281
H -2.37294 -2.62232 0.84357
H -0.50921 -2.22252 -1.55100
H -0.04677 -2.50421 0.12572
H -0.76938 -0.95646 -0.34445
```